Record 1
The following is a DFT calculation (ωB97M-V/def2-TZVPD) of a structure of composition C8H6N2O in a non-equilibrium geometry.

Structure (ORCA input):
```
! wB97M-V def2-TZVPD RIJCOSX def2/J DEFGRID3
* xyz 0 3
C 3.18 0.43 -0.35
C 4.09 1.27 -0.68
C -1.92 -0.88 -0.43
C -0.53 -1.18 -0.53
C -2.23 0.43 -0.04
C 0.38 -0.19 -0.06
C -0.08 1.08 0.19
C 2.36 -0.50 0.07
N -1.36 1.38 0.24
N 0.81 2.01 0.44
O 2.49 -1.57 0.76
H -2.48 -1.78 -0.57
H -0.15 -2.09 -0.91
H -3.21 0.87 0.04
H 1.84 1.86 0.36
H 0.49 2.91 0.76
H 3.40 -1.57 1.16
*
```

⟨S²⟩: 2.0432
HOMO-LUMO gap (alpha / beta): 6.1 / 4.6 eV



Record 2
The following is a DFT calculation (ωB97M-V/def2-TZVPD) of a structure of composition C8H6N3O7Pt in a non-equilibrium geometry.

Structure (ORCA input):
```
! wB97M-V def2-TZVPD RIJCOSX def2/J DEFGRID3
* xyz -1 1
Pt -1.30 0.58 -0.01
O 4.95 0.08 -0.05
C 3.60 0.10 -0.03
C 2.88 0.10 1.16
C 1.50 0.16 1.12
N 0.83 0.22 -0.03
C 1.51 0.18 -1.18
C 2.88 0.12 -1.22
C 0.64 0.19 -2.46
O 1.22 0.06 -3.53
O -0.59 0.31 -2.25
C 0.64 0.16 2.39
O 1.22 0.12 3.47
O -0.60 0.20 2.18
H 5.29 0.13 0.85
H 3.36 0.04 2.13
H 3.39 0.08 -2.17
N -3.09 -1.29 -0.03
N -4.26 -0.54 -0.05
C -4.30 0.87 -0.06
O -5.41 1.37 -0.04
O -3.19 1.48 -0.09
H -2.99 -1.86 -0.87
H -3.01 -1.86 0.81
H -5.16 -1.00 -0.01
*
```

HOMO-LUMO gap (alpha / beta): 7.7 / 8.0 eV



DFT total energy in eV, matching the order above: -13411.8158; -30444.9074